(1)
Density functional theory data (ωB97M-V/def2-TZVPD) for a structure of composition C5H20AgF2N11O9S2.

HOMO level (alpha / beta) in eV: -11.839 / -11.839
Spin multiplicity: 2
Energy relative to the best compared isomer or geometry (same formula, charge and spin) in kJ/mol: 530.3
Total charge: +1
LUMO (alpha / beta) in eV: -3.82 / -8.06

```
50
C5H20AgF2N11O9S2 | OMol25 | ωB97M-V/def2-TZVPD
Ag 0.52 -0.53 0.74
N 1.66 -3.19 1.80
S 1.95 -4.47 1.09
O 0.84 -4.91 0.29
O 2.78 -5.48 1.65
F 2.94 -3.91 -0.03
S 1.48 -3.71 3.39
O 2.71 -3.69 4.10
O 0.38 -4.59 3.68
F 0.84 -2.32 3.89
C 0.72 2.88 4.03
O 0.78 1.86 3.35
N 1.56 3.19 4.94
N -0.27 3.67 3.96
H 1.39 3.93 5.61
H 2.46 2.74 5.02
H -0.24 4.51 4.52
H -1.05 3.23 3.49
C -2.19 3.03 -1.02
O -1.54 2.07 -0.59
N -1.52 4.08 -1.40
N -3.48 3.16 -1.22
H -0.54 4.30 -1.32
H -2.10 4.81 -1.78
H -4.12 2.39 -1.05
H -3.95 3.86 -1.77
C 3.32 2.55 -1.60
O 2.90 1.80 -0.75
N 3.43 3.88 -1.44
N 3.92 2.17 -2.73
H 3.69 4.34 -2.30
H 3.12 4.24 -0.55
H 4.19 2.90 -3.38
H 3.92 1.18 -2.93
C -3.90 -2.56 0.45
O -2.81 -2.04 0.60
N -4.91 -1.99 1.02
N -4.26 -3.65 -0.17
H -5.78 -2.50 1.00
H -4.75 -1.13 1.52
H -5.25 -3.84 -0.11
H -3.74 -4.04 -0.94
C 0.53 -2.11 -3.61
O 0.19 -1.80 -2.53
N 0.36 -3.35 -4.04
N 1.03 -1.34 -4.56
H -0.10 -3.96 -3.39
H 0.57 -3.56 -5.01
H 1.01 -1.74 -5.48
H 1.28 -0.37 -4.46
```

Atom charges from the natural (NBO) analysis, given in e for atoms 1 to 2: number 1, Ag, carries 0.977; number 2, N, carries -0.890

(2)
Density functional theory data (ωB97M-V/def2-TZVPD) for a structure of composition C20H20IrN5O10S3.

HOMO level (alpha / beta) in eV: -10.196 / -10.891
Spin multiplicity: 6
Energy relative to the best compared isomer or geometry (same formula, charge and spin) in kJ/mol: 0.0
Total charge: +1
LUMO (alpha / beta) in eV: -2.95 / -6.21

```
59
C20H20IrN5O10S3 | OMol25 | ωB97M-V/def2-TZVPD
Ir 0.89 0.32 -1.48
O 4.93 1.01 -1.65
C 3.78 1.20 -1.28
O 2.89 0.25 -1.06
C 3.37 2.64 -1.10
C 4.36 3.68 -1.00
C 4.03 4.99 -1.17
C 2.69 5.43 -1.00
C 1.73 4.44 -1.17
C 2.04 3.04 -1.28
O 1.09 2.20 -1.72
N 0.20 4.61 -0.94
O -0.36 3.92 -0.07
O -0.32 5.36 -1.76
N 5.15 5.95 -1.10
O 6.28 5.42 -1.06
O 4.87 7.20 -1.02
H 5.41 3.30 -0.90
H 2.39 6.46 -0.96
C -4.46 -0.23 0.18
C -3.15 -0.27 -0.62
S -2.14 1.21 -0.59
O -1.10 0.83 -1.71
C -3.18 2.53 -1.36
C -3.30 2.48 -2.83
H -4.84 -1.19 0.33
H -5.18 0.24 -0.48
H -4.30 0.39 1.09
H -3.25 -0.50 -1.70
H -2.38 -1.02 -0.28
H -2.72 3.44 -0.98
H -4.17 2.33 -0.90
H -2.50 1.99 -3.43
H -3.36 3.49 -3.30
H -4.29 2.01 -3.08
N -3.22 -5.56 3.74
C -2.06 -4.94 3.61
C -1.99 -3.50 3.69
C -0.83 -2.89 3.36
C 0.30 -3.61 3.01
C 0.32 -5.00 2.97
C -0.85 -5.65 3.25
S 1.66 -2.59 2.51
O 1.77 -1.35 3.27
O 2.77 -3.47 2.32
N 1.14 -1.83 1.08
C 1.39 -2.23 -0.13
S 2.06 -3.86 -0.52
C 1.65 -3.68 -2.19
C 1.24 -2.37 -2.42
N 1.04 -1.60 -1.38
H -4.01 -5.01 4.06
H -3.31 -6.54 3.99
H -2.79 -2.94 4.11
H -0.70 -1.83 3.55
H 1.15 -5.56 2.60
H -0.83 -6.73 3.23
H 1.88 -4.49 -2.90
H 1.12 -1.92 -3.42
```

Atom charges from the natural (NBO) analysis, given in e for atoms 1 to 2: number 1, Ir, carries 1.360; number 2, O, carries -0.543

(3)
Density functional theory data (ωB97M-V/def2-TZVPD) for a structure of composition C33H37N5OSTeTi.

HOMO level (alpha / beta) in eV: -16.167 / -16.167
Spin multiplicity: 2
Energy relative to the best compared isomer or geometry (same formula, charge and spin) in kJ/mol: 78.1
Total charge: +3
LUMO (alpha / beta) in eV: -9.73 / -9.62

```
79
C33H37N5OSTeTi | OMol25 | ωB97M-V/def2-TZVPD
Ti -0.74 -2.24 -1.79
C 1.66 -1.03 -5.30
C 0.74 -1.26 -4.17
N 0.75 -2.23 -3.33
N 1.60 -3.31 -3.44
C 1.14 -4.50 -2.95
N 1.88 -5.58 -3.15
S -0.35 -4.61 -2.13
C -0.43 -0.33 -4.00
C -0.60 0.80 -4.78
C -1.78 1.54 -4.65
C -2.74 1.13 -3.75
C -2.50 -0.03 -2.99
N -1.38 -0.73 -3.11
H 2.43 -1.79 -5.44
H 1.10 -0.94 -6.24
H 2.18 -0.08 -5.15
H 2.39 -3.27 -4.07
H 2.76 -5.56 -3.64
H 1.56 -6.47 -2.80
H 0.15 1.11 -5.49
H -1.93 2.42 -5.25
H -3.68 1.66 -3.63
H -3.23 -0.39 -2.27
C -4.33 4.53 0.96
C -3.28 3.49 0.75
C -3.49 2.16 1.12
C -2.52 1.18 0.96
C -2.83 -0.19 1.46
C -1.31 1.56 0.38
Te 0.35 0.37 -0.16
N 0.19 -1.66 -0.04
C -0.85 -2.37 0.56
O -1.84 -2.60 -0.21
C -0.80 -2.97 1.87
C 0.27 -2.66 2.73
C 0.31 -3.20 4.00
C -0.72 -4.04 4.42
C -1.78 -4.35 3.58
C -1.84 -3.82 2.31
C 1.77 0.81 1.28
C 1.40 1.23 2.56
C 0.05 1.04 3.18
C 2.39 1.83 3.34
C 3.70 2.00 2.89
C 4.73 2.65 3.74
C 4.03 1.51 1.62
C 3.08 0.91 0.80
C 3.53 0.41 -0.54
C -1.04 2.89 0.00
C 0.27 3.42 -0.53
C -2.05 3.83 0.21
H -5.21 4.12 1.45
H -4.64 4.95 0.00
H -3.95 5.35 1.56
H -4.43 1.89 1.58
H -3.49 -0.12 2.32
H -1.94 -0.73 1.81
H -3.32 -0.81 0.71
H 1.07 -2.02 2.37
H 1.13 -2.98 4.67
H -0.69 -4.46 5.41
H -2.56 -5.01 3.92
H -2.66 -4.04 1.64
H -0.56 0.29 2.66
H -0.51 1.97 3.22
H 0.18 0.68 4.20
H 2.14 2.16 4.34
H 4.33 2.94 4.71
H 5.12 3.55 3.25
H 5.57 1.98 3.90
H 5.05 1.59 1.28
H 4.55 0.05 -0.47
H 3.51 1.20 -1.29
H 2.93 -0.44 -0.91
H 0.88 2.74 -1.13
H 0.90 3.76 0.30
H 0.06 4.28 -1.16
H -1.85 4.86 -0.06
```

Atom charges from the Mulliken analysis, given in e for atoms 1 to 2: number 1, Ti, carries 0.151; number 2, C, carries -1.556

(4)
Density functional theory data (ωB97M-V/def2-TZVPD) for a structure of composition C14H21AsCoN2O6PS.

HOMO level (alpha / beta) in eV: -5.251 / -6.042
Spin multiplicity: 4
Energy relative to the best compared isomer or geometry (same formula, charge and spin) in kJ/mol: 0.0
Total charge: -1
LUMO (alpha / beta) in eV: 2.81 / 2.78

```
47
C14H21AsCoN2O6PS | OMol25 | ωB97M-V/def2-TZVPD
Co -0.19 -1.05 0.52
O -4.60 -0.86 0.37
As -3.33 -1.04 1.58
O -3.90 -1.82 2.89
O -2.00 -1.71 0.88
C -2.64 0.61 2.49
C -2.84 0.71 3.85
C -2.29 1.83 4.46
C -1.65 2.87 3.77
C -1.58 2.80 2.43
C -2.20 1.71 1.78
S -1.85 1.66 0.07
O -2.96 1.02 -0.61
O -1.55 2.94 -0.43
O -0.63 0.88 0.03
H -4.22 -0.25 -0.29
H -3.27 -0.12 4.41
H -2.44 1.89 5.49
H -1.19 3.71 4.33
H -1.30 3.74 1.91
N 5.28 0.55 0.81
C 4.33 0.83 -0.18
C 2.99 1.00 0.13
C 2.09 1.25 -0.90
C 2.59 1.27 -2.18
C 3.94 1.00 -2.42
N 4.79 0.75 -1.42
H 5.04 0.52 1.79
H 6.12 0.11 0.54
H 2.68 0.93 1.19
H 1.07 1.42 -0.74
H 1.97 1.48 -3.05
H 4.27 0.92 -3.46
H 1.05 -1.30 1.46
C 1.54 -2.08 -2.46
P -0.13 -2.01 -1.65
C -0.66 -3.75 -1.94
C -1.22 -1.02 -2.78
H 1.47 -1.59 -3.42
H 1.84 -3.17 -2.63
H 2.31 -1.58 -1.85
H -0.10 -4.36 -2.66
H -1.70 -3.84 -2.17
H -0.68 -4.26 -1.01
H -1.15 -1.49 -3.75
H -0.82 -0.06 -2.81
H -2.26 -1.06 -2.37
```

Atom charges from the natural (NBO) analysis, given in e for atoms 1 to 2: number 1, Co, carries 1.213; number 2, O, carries -1.020

(5)
Density functional theory data (ωB97M-V/def2-TZVPD) for a cluster of 8 separate species, C16H24N8 in total.

HOMO level in eV: -10.822
SMILES: CC#N.CC#N.CC#N.CC#N.CC#N.CC#N.CC#N.CC#N
Energy relative to the best compared isomer or geometry (same formula, charge and spin) in kJ/mol: 31.3
LUMO in eV: 0.17

```
48
C16H24N8 | OMol25 | ωB97M-V/def2-TZVPD
C -24.95 -10.50 -4.15
C -23.98 -9.56 -4.70
N -23.22 -8.81 -5.13
H -25.88 -9.96 -3.96
H -24.62 -10.91 -3.20
H -25.21 -11.28 -4.86
C -28.82 -9.05 -3.63
C -29.80 -9.81 -2.88
N -30.58 -10.42 -2.28
H -28.29 -9.74 -4.29
H -28.10 -8.56 -2.97
H -29.32 -8.32 -4.25
C -25.85 -8.71 -10.97
C -26.54 -8.14 -12.12
N -27.06 -7.68 -13.03
H -26.28 -8.36 -10.04
H -24.80 -8.41 -11.02
H -25.89 -9.79 -10.96
C -29.96 -6.51 -11.91
C -29.65 -7.43 -10.83
N -29.41 -8.21 -10.02
H -30.65 -5.71 -11.65
H -30.47 -7.09 -12.69
H -29.04 -6.11 -12.33
C -27.47 -6.90 -7.57
C -27.04 -8.13 -6.93
N -26.71 -9.10 -6.43
H -27.59 -7.10 -8.63
H -26.70 -6.13 -7.50
H -28.39 -6.55 -7.12
C -22.59 -5.26 -10.55
C -23.78 -5.69 -9.83
N -24.72 -6.02 -9.25
H -21.73 -5.82 -10.18
H -22.43 -4.20 -10.41
H -22.70 -5.47 -11.61
C -27.72 -11.48 -8.09
C -28.21 -11.89 -6.79
N -28.60 -12.23 -5.77
H -28.31 -10.66 -8.49
H -27.82 -12.33 -8.77
H -26.68 -11.18 -8.00
C -31.20 -5.63 -7.98
C -31.12 -6.56 -6.86
N -31.05 -7.31 -6.00
H -32.21 -5.23 -8.09
H -30.85 -6.08 -8.90
H -30.54 -4.78 -7.80
```

Atom charges from the natural (NBO) analysis, given in e for atoms 1 to 2: number 1, C, carries -0.727; number 2, C, carries 0.307

(6)
Density functional theory data (ωB97M-V/def2-TZVPD) for a cluster of 9 separate species, C9H36O9 in total.

HOMO level in eV: -9.494
SMILES: CO.CO.CO.CO.CO.CO.CO.CO.CO
Energy relative to the best compared isomer or geometry (same formula, charge and spin) in kJ/mol: 536.4
LUMO in eV: 0.37

```
54
C9H36O9 | OMol25 | ωB97M-V/def2-TZVPD
C 0.80 -0.91 -1.95
O 1.14 -0.80 -0.61
H 0.62 0.05 -2.35
H 1.69 -1.34 -2.44
H -0.07 -1.59 -2.21
H 0.49 -0.23 -0.14
C 4.01 -0.93 1.74
O 4.96 -0.70 0.68
H 4.63 -0.78 2.66
H 3.16 -0.24 1.61
H 3.63 -1.98 1.81
H 4.44 -0.45 -0.07
C 1.09 3.08 -3.63
O 0.29 2.82 -2.50
H 2.16 2.93 -3.33
H 0.87 2.40 -4.42
H 0.99 4.07 -4.09
H 0.73 3.24 -1.74
C -1.54 1.64 -0.39
O -0.36 1.34 0.38
H -1.67 2.64 -0.65
H -1.44 1.14 -1.31
H -2.44 1.19 0.12
H 0.37 1.88 0.05
C -3.50 1.38 3.49
O -2.65 0.43 4.06
H -3.10 2.39 3.91
H -3.45 1.43 2.40
H -4.48 1.20 3.85
H -2.59 -0.40 3.57
C -0.71 -4.20 -1.83
O -0.60 -3.38 -0.66
H -1.18 -3.66 -2.67
H 0.28 -4.57 -2.13
H -1.33 -5.02 -1.64
H 0.26 -2.97 -0.62
C -3.81 -0.92 -0.54
O -2.84 -1.80 -0.04
H -3.61 -0.49 -1.52
H -4.78 -1.45 -0.67
H -3.98 -0.07 0.17
H -2.55 -2.42 -0.67
C 3.21 2.87 0.12
O 2.03 3.66 -0.33
H 3.02 1.81 -0.14
H 4.12 3.17 -0.41
H 3.28 2.78 1.21
H 1.88 4.33 0.38
C 0.00 -2.25 2.39
O -1.21 -1.53 2.33
H -0.04 -3.37 2.36
H 0.80 -1.90 1.63
H 0.52 -1.94 3.33
H -1.56 -1.57 1.45
```

Atom charges from the natural (NBO) analysis, given in e for atoms 1 to 2: number 1, C, carries -0.259; number 2, O, carries -0.774

Please write out number 3 again, unchanged.
Density functional theory data (ωB97M-V/def2-TZVPD) for a structure of composition C33H37N5OSTeTi.

HOMO level (alpha / beta) in eV: -16.167 / -16.167
Spin multiplicity: 2
Energy relative to the best compared isomer or geometry (same formula, charge and spin) in kJ/mol: 78.1
Total charge: +3
LUMO (alpha / beta) in eV: -9.73 / -9.62

```
79
C33H37N5OSTeTi | OMol25 | ωB97M-V/def2-TZVPD
Ti -0.74 -2.24 -1.79
C 1.66 -1.03 -5.30
C 0.74 -1.26 -4.17
N 0.75 -2.23 -3.33
N 1.60 -3.31 -3.44
C 1.14 -4.50 -2.95
N 1.88 -5.58 -3.15
S -0.35 -4.61 -2.13
C -0.43 -0.33 -4.00
C -0.60 0.80 -4.78
C -1.78 1.54 -4.65
C -2.74 1.13 -3.75
C -2.50 -0.03 -2.99
N -1.38 -0.73 -3.11
H 2.43 -1.79 -5.44
H 1.10 -0.94 -6.24
H 2.18 -0.08 -5.15
H 2.39 -3.27 -4.07
H 2.76 -5.56 -3.64
H 1.56 -6.47 -2.80
H 0.15 1.11 -5.49
H -1.93 2.42 -5.25
H -3.68 1.66 -3.63
H -3.23 -0.39 -2.27
C -4.33 4.53 0.96
C -3.28 3.49 0.75
C -3.49 2.16 1.12
C -2.52 1.18 0.96
C -2.83 -0.19 1.46
C -1.31 1.56 0.38
Te 0.35 0.37 -0.16
N 0.19 -1.66 -0.04
C -0.85 -2.37 0.56
O -1.84 -2.60 -0.21
C -0.80 -2.97 1.87
C 0.27 -2.66 2.73
C 0.31 -3.20 4.00
C -0.72 -4.04 4.42
C -1.78 -4.35 3.58
C -1.84 -3.82 2.31
C 1.77 0.81 1.28
C 1.40 1.23 2.56
C 0.05 1.04 3.18
C 2.39 1.83 3.34
C 3.70 2.00 2.89
C 4.73 2.65 3.74
C 4.03 1.51 1.62
C 3.08 0.91 0.80
C 3.53 0.41 -0.54
C -1.04 2.89 0.00
C 0.27 3.42 -0.53
C -2.05 3.83 0.21
H -5.21 4.12 1.45
H -4.64 4.95 0.00
H -3.95 5.35 1.56
H -4.43 1.89 1.58
H -3.49 -0.12 2.32
H -1.94 -0.73 1.81
H -3.32 -0.81 0.71
H 1.07 -2.02 2.37
H 1.13 -2.98 4.67
H -0.69 -4.46 5.41
H -2.56 -5.01 3.92
H -2.66 -4.04 1.64
H -0.56 0.29 2.66
H -0.51 1.97 3.22
H 0.18 0.68 4.20
H 2.14 2.16 4.34
H 4.33 2.94 4.71
H 5.12 3.55 3.25
H 5.57 1.98 3.90
H 5.05 1.59 1.28
H 4.55 0.05 -0.47
H 3.51 1.20 -1.29
H 2.93 -0.44 -0.91
H 0.88 2.74 -1.13
H 0.90 3.76 0.30
H 0.06 4.28 -1.16
H -1.85 4.86 -0.06
```

Atom charges from the Mulliken analysis, given in e for atoms 1 to 2: number 1, Ti, carries 0.151; number 2, C, carries -1.556

Number 4 is which compound? C14H21AsCoN2O6PS